Molecular formula: CClF3MgO3S
Method: DFT, the ωB97M-V functional and the def2-TZVPD basis

Element x y z (Å)
1 Mg 1.852 -1.739 -1.735
2 Cl 3.595 -0.198 -1.506
3 C -1.489 -0.096 0.810
4 F -2.302 0.852 0.998
5 F -1.154 -0.749 1.923
6 F -2.111 -0.838 -0.142
7 S 0.147 0.587 0.027
8 O 0.831 -0.587 -0.574
9 O -0.272 1.573 -0.952
10 O 0.902 1.196 1.150

Calculated values
HOMO-LUMO gap (spin up / spin down) in hartree: 0.311 / 0.147
Charge: +1
Total energy in eV: -44124.503
Multiplicity: 2
HOMO level (spin up / spin down) in eV: -15.76 / -14.42

Atomic partial charges in e from the Löwdin method, atoms 1 to 2: atom 1 (Mg): 1.047, atom 2 (Cl): 0.123